DFT (ωB97M-V/def2-TZVPD) results for one molecule with the formula C6H6O.

structure (SMILES) = C=Cc1ccco1
LUMO = 1.0 eV
E_tot = -307.36466 Ha
HOMO level = -0.30529 Eh
HOMO-LUMO gap = 9.33 eV
strongest force on any atom = 6.57 eV Å⁻¹
total charge = 0
energy above the lowest of the compared OMol25 structures with the same formula, charge and spin = 2.688 eV

Geometry as XYZ:
```
13
Properties=species:S:1:pos:R:3:nbo_charge:R:1
C -1.8157 1.5583 1.2868 -0.374
C -1.1138 0.4977 1.3337 -0.234
C -0.3039 -0.0693 0.1466 0.249
C 0.5882 -1.1161 0.3687 -0.295
C 1.4553 -1.3388 -0.7333 -0.313
C 1.1791 -0.2689 -1.5751 0.084
H -2.2501 2.0477 2.2784 0.203
H -1.9269 2.2511 0.3850 0.210
H -1.0466 -0.0708 2.2232 0.219
H 0.6455 -1.6280 1.4297 0.218
H 2.4620 -1.9541 -0.6531 0.247
H 1.6277 0.0439 -2.4465 0.204
O 0.0691 0.4666 -1.0226 -0.417
```